Entry 1:
A 7-piece molecular cluster, C45H90ClFN2O18PS6 overall at a distorted geometry, computed with ωB97M-V/def2-TZVPD.

The electronic energy is -177491.59432 eV. The value obtained for the LUMO energy is -1.87 eV. The HOMO-LUMO gap is 9.55 eV. The calculation puts the HOMO energy at -11.4 eV. The value obtained for the largest force on an atom is 1.96 eV Å⁻¹.

Structure (ORCA input):
```
! wB97M-V def2-TZVPD RIJCOSX def2/J DEFGRID3
* xyz 1 1
C -3.03 1.82 3.19
C -1.79 1.04 2.68
O -1.15 1.73 1.61
C -1.29 1.21 0.31
C -2.75 0.98 -0.06
C -2.97 0.53 -1.53
C -4.02 -0.57 -1.68
F -5.28 0.01 -1.78
C -0.39 -0.08 0.28
P -1.39 -1.72 0.35
O -1.07 -2.21 1.89
Cl -0.22 -2.98 -0.80
O 0.42 -0.22 -0.85
C 1.14 0.90 -1.36
C 2.63 0.55 -1.44
C 3.20 0.50 -2.88
C 2.47 -0.48 -3.81
C 3.06 -0.28 -5.21
O 2.74 1.06 -5.67
C 3.62 1.57 -6.53
O 4.37 0.90 -7.20
C 0.81 2.27 -0.73
C 1.14 3.24 -1.92
C 1.49 4.70 -1.61
C 1.71 2.70 0.44
C 1.98 1.68 1.57
C 3.32 2.06 2.23
O 3.67 1.14 3.24
C 4.72 0.27 2.85
N -0.69 2.30 -0.54
C -1.36 3.63 -0.32
N -0.97 4.41 0.81
H -3.85 1.17 3.46
H -2.73 2.46 4.01
H -3.33 2.50 2.38
H -1.10 0.97 3.52
H -2.11 0.02 2.45
H -3.35 1.88 0.09
H -3.25 0.26 0.58
H -2.04 0.14 -1.96
H -3.33 1.36 -2.14
H -3.85 -1.11 -2.62
H -4.00 -1.29 -0.87
H 0.19 -0.13 1.21
H -0.31 -2.81 1.91
H 0.80 0.99 -2.40
H 3.30 1.16 -0.85
H 2.74 -0.47 -1.06
H 4.22 0.11 -2.76
H 3.31 1.50 -3.31
H 2.77 -1.48 -3.52
H 1.38 -0.37 -3.81
H 2.72 -1.03 -5.91
H 4.14 -0.33 -5.08
H 3.63 2.66 -6.62
H 0.26 3.25 -2.57
H 1.94 2.82 -2.53
H 2.57 4.84 -1.62
H 1.12 5.12 -0.68
H 1.12 5.33 -2.42
H 2.68 2.89 -0.01
H 1.44 3.65 0.90
H 2.15 0.69 1.15
H 1.24 1.68 2.36
H 4.10 2.14 1.46
H 3.21 3.05 2.69
H 5.56 0.82 2.42
H 4.39 -0.47 2.11
H 5.06 -0.24 3.74
H -1.00 2.05 -1.49
H -2.45 3.49 -0.28
H -1.24 4.23 -1.22
H -0.55 3.94 1.59
H -0.65 5.34 0.62
C -3.15 -0.78 8.56
C -2.63 -1.83 7.56
C -2.68 -1.19 6.16
S -2.51 0.58 6.42
O -3.74 1.23 6.03
O -1.23 1.02 5.90
C -2.45 0.53 8.20
H -2.95 -1.07 9.59
H -4.23 -0.67 8.44
H -1.60 -2.08 7.81
H -3.21 -2.74 7.60
H -1.88 -1.53 5.52
H -3.64 -1.36 5.68
H -2.94 1.41 8.61
H -1.40 0.51 8.50
C 4.42 -1.62 -9.38
C 3.19 -1.18 -10.17
C 2.92 -2.24 -11.24
S 3.55 -3.79 -10.58
O 4.66 -4.23 -11.39
O 2.46 -4.67 -10.27
C 4.20 -3.09 -9.06
H 4.55 -1.04 -8.47
H 5.32 -1.50 -9.99
H 2.33 -1.11 -9.50
H 3.33 -0.19 -10.62
H 1.86 -2.36 -11.45
H 3.45 -2.04 -12.17
H 5.11 -3.62 -8.78
H 3.44 -3.22 -8.29
C -3.57 -7.81 9.28
C -3.38 -8.04 7.78
C -3.00 -6.70 7.15
S -2.17 -5.76 8.44
O -2.97 -4.61 8.77
O -0.77 -5.62 8.11
C -2.37 -6.98 9.73
H -3.63 -8.75 9.83
H -4.49 -7.25 9.46
H -2.58 -8.76 7.62
H -4.28 -8.45 7.32
H -2.33 -6.81 6.30
H -3.88 -6.13 6.85
H -2.51 -6.48 10.68
H -1.46 -7.58 9.75
C 2.22 -6.87 -5.45
C 0.84 -6.25 -5.22
C 1.02 -5.04 -4.30
S 2.69 -4.44 -4.59
O 3.46 -4.61 -3.38
O 2.63 -3.16 -5.25
C 3.15 -5.70 -5.76
H 2.21 -7.60 -6.26
H 2.55 -7.38 -4.54
H 0.42 -5.92 -6.18
H 0.14 -6.97 -4.80
H 0.31 -4.24 -4.51
H 0.95 -5.32 -3.25
H 4.21 -5.94 -5.64
H 2.97 -5.31 -6.76
C 5.51 7.26 -5.23
C 6.46 6.12 -4.82
C 5.88 5.47 -3.55
S 4.10 5.74 -3.62
O 3.72 6.61 -2.54
O 3.44 4.47 -3.85
C 4.10 6.68 -5.14
H 5.73 7.63 -6.23
H 5.61 8.09 -4.53
H 6.50 5.38 -5.62
H 7.47 6.47 -4.65
H 6.08 4.41 -3.50
H 6.25 5.96 -2.65
H 3.32 7.43 -5.10
H 3.91 5.99 -5.96
C -7.78 4.06 5.80
C -6.77 2.95 6.13
C -7.25 2.25 7.40
S -9.04 2.43 7.43
O -9.40 3.26 8.55
O -9.66 1.15 7.21
C -9.16 3.41 5.94
H -7.63 4.46 4.80
H -7.68 4.88 6.51
H -6.73 2.23 5.31
H -5.76 3.35 6.26
H -7.00 1.19 7.41
H -6.86 2.73 8.30
H -9.97 4.13 6.04
H -9.37 2.73 5.11
*
```

Results of the Mulliken charge analysis, in e, for atoms 1 through 8:
1 C -1.696
2 C 0.219
3 O -0.249
4 C -0.194
5 C -1.585
6 C -0.813
7 C -0.653
8 F -0.357



Entry 2:
A 6-piece molecular cluster, C45H90F6N5O5P overall at a distorted geometry, computed with ωB97M-V/def2-TZVPD.

The electronic energy is -91363.06623 eV. The value obtained for the LUMO energy is -11.37 eV. The HOMO-LUMO gap is 7.67 eV. The calculation puts the HOMO energy at -19.0 eV. The value obtained for the largest force on an atom is 8.02 eV Å⁻¹. The relative energy (zero: lowest compared OMol25 entry of this formula, charge and spin) is 64.04 kcal per mole.

Structure (ORCA input):
```
! wB97M-V def2-TZVPD RIJCOSX def2/J DEFGRID3
* xyz 4 1
C -0.61 5.67 -6.58
C -1.90 5.39 -5.72
C -2.86 4.44 -6.47
C -2.40 2.99 -6.51
C -2.20 2.43 -5.14
C -1.24 3.26 -4.28
N -1.49 4.76 -4.39
O -0.92 5.55 -3.53
C 0.16 3.00 -4.82
C -1.43 2.84 -2.82
C -2.66 6.74 -5.48
H -0.14 4.79 -7.01
H 0.17 6.23 -6.06
H -0.88 6.20 -7.50
H -2.95 4.76 -7.51
H -3.86 4.38 -6.02
H -1.54 3.03 -7.18
H -3.07 2.38 -7.12
H -1.99 1.37 -5.03
H -3.21 2.36 -4.72
H 0.36 3.23 -5.87
H 0.30 1.92 -4.78
H 1.00 3.47 -4.30
H -1.61 1.77 -2.72
H -2.29 3.18 -2.24
H -0.52 3.09 -2.28
H -3.02 7.17 -6.41
H -2.08 7.50 -4.94
H -3.51 6.64 -4.81
C -5.95 -1.43 2.82
C -4.85 -0.58 2.01
C -4.99 -0.77 0.48
C -4.23 0.28 -0.36
C -4.79 1.63 -0.04
C -4.51 2.04 1.40
N -5.01 0.90 2.32
O -4.94 1.18 3.58
C -5.32 3.31 1.67
C -3.02 2.43 1.62
C -3.42 -1.01 2.41
H -5.78 -2.50 2.68
H -6.96 -1.06 2.62
H -5.84 -1.30 3.90
H -6.05 -0.66 0.24
H -4.74 -1.78 0.16
H -4.28 0.08 -1.43
H -3.17 0.19 -0.15
H -5.88 1.53 -0.07
H -4.43 2.42 -0.70
H -5.04 3.72 2.65
H -6.39 3.19 1.78
H -5.11 4.10 0.95
H -2.83 2.86 2.61
H -2.69 3.09 0.82
H -2.41 1.53 1.71
H -2.57 -0.70 1.80
H -3.37 -2.10 2.46
H -3.15 -0.65 3.41
C 1.10 -0.56 3.96
C 1.55 -1.24 5.27
C 1.34 -0.26 6.44
C 1.33 -0.87 7.87
C 0.52 -2.12 7.95
C 0.82 -3.25 6.92
N 0.78 -2.51 5.60
O 0.40 -3.16 4.57
C -0.37 -4.25 7.01
C 2.16 -3.89 7.16
C 3.02 -1.53 5.24
H 1.65 0.29 3.56
H 0.03 -0.36 3.95
H 1.35 -1.24 3.14
H 0.32 0.09 6.34
H 2.04 0.57 6.47
H 0.87 -0.14 8.55
H 2.33 -1.03 8.29
H -0.46 -1.74 7.66
H 0.46 -2.43 9.00
H -1.30 -3.77 6.71
H -0.42 -4.59 8.04
H -0.29 -5.14 6.39
H 2.42 -4.42 6.23
H 2.17 -4.68 7.91
H 3.00 -3.28 7.48
H 3.61 -0.76 4.73
H 3.10 -2.46 4.68
H 3.56 -1.76 6.16
C -2.32 -3.32 -0.28
C -1.29 -4.44 -0.75
C -0.94 -4.21 -2.30
C 0.29 -4.96 -2.76
C 1.47 -4.52 -1.90
C 1.35 -4.94 -0.38
N -0.02 -4.44 0.10
O -0.33 -4.30 1.40
C 2.36 -4.15 0.51
C 1.44 -6.43 -0.09
C -2.01 -5.81 -0.73
H -2.43 -3.51 0.78
H -3.23 -3.25 -0.87
H -1.81 -2.36 -0.44
H -0.74 -3.18 -2.60
H -1.83 -4.45 -2.88
H 0.48 -4.84 -3.82
H 0.12 -6.03 -2.60
H 1.57 -3.43 -1.86
H 2.33 -5.04 -2.31
H 2.19 -4.22 1.59
H 2.17 -3.10 0.28
H 3.40 -4.44 0.39
H 2.34 -6.84 -0.54
H 0.66 -7.00 -0.58
H 1.35 -6.69 0.97
H -1.33 -6.65 -0.87
H -2.87 -5.76 -1.40
H -2.36 -6.03 0.29
C 4.43 2.14 -4.29
C 4.30 1.41 -2.95
C 5.71 0.98 -2.51
C 6.68 2.00 -1.98
C 6.08 2.93 -0.92
C 4.52 2.79 -0.60
N 3.80 2.40 -1.92
O 2.59 2.83 -2.10
C 3.98 4.21 -0.19
C 4.31 1.67 0.46
C 3.29 0.19 -3.05
H 5.20 2.91 -4.27
H 3.53 2.50 -4.79
H 4.81 1.47 -5.06
H 6.14 0.49 -3.38
H 5.63 0.16 -1.80
H 7.09 2.55 -2.82
H 7.52 1.43 -1.58
H 6.29 3.93 -1.29
H 6.66 2.87 0.00
H 2.95 4.26 0.16
H 4.04 4.97 -0.97
H 4.53 4.51 0.70
H 4.34 0.59 0.38
H 3.30 1.84 0.84
H 5.15 1.84 1.13
H 2.28 0.56 -3.20
H 3.30 -0.30 -2.08
H 3.55 -0.50 -3.85
P 0.77 -0.18 0.12
F 0.17 0.50 1.49
F 0.22 -1.60 0.81
F -0.77 0.04 -0.51
F 1.30 -0.84 -1.26
F 1.22 1.25 -0.44
F 2.13 -0.40 1.01
*
```

Results of the Mulliken charge analysis, in e, for atoms 1 through 8:
1 C -1.421
2 C 1.130
3 C -1.182
4 C -0.884
5 C -1.349
6 C 2.372
7 N 0.859
8 O -0.309